[1]
114
Properties=species:S:1:pos:R:3:forces:R:3:lowdin_charge:R:1 method="wB97M-V/def2-TZVPD" e_above_lowest_ev=9.866 total_charge=+2 largest_force_ha_per_bohr=0.06684 homo_ev=-10.19 total_energy_ev=-57963.5744 orbital_gap_ev=2.96
Ba 3.436245 1.890087 3.495526 0.038 -0.111 -0.349 1.68
Ba -0.814273 2.154830 8.268033 -1.209 0.211 -1.018 1.42
C -0.844155 -0.563850 2.199254 -0.178 -0.553 -0.355 -0.12
C -1.419350 0.474508 3.152278 0.673 1.944 0.790 -0.46
O -0.503453 1.181945 4.036543 0.791 -1.067 0.174 -0.51
H -1.519215 -1.348292 1.857134 -0.804 0.154 0.348 0.06
H -0.071960 -1.189512 2.646877 0.540 0.439 0.144 0.05
H -0.561770 -0.150439 1.231044 0.711 0.319 0.186 0.05
H -2.303251 0.106157 3.672987 0.151 -0.431 0.415 0.08
H -1.795856 1.348639 2.621016 -0.489 -0.317 -0.889 0.08
C -3.806423 5.708044 5.504357 1.069 0.637 -0.534 -0.14
C -5.033770 5.150864 6.173539 0.025 -2.142 0.590 -0.43
O -4.849707 3.819552 6.658679 0.551 1.532 -0.399 -0.27
H -3.452218 5.017026 4.739417 0.055 -0.392 0.241 0.06
H -2.980462 5.951576 6.172630 0.136 -0.344 0.448 0.04
H -3.919990 6.630539 4.934967 -0.695 0.258 0.132 0.06
H -5.733466 5.109232 5.338795 -0.619 -0.339 -0.269 0.11
H -5.535687 5.766152 6.920262 0.381 0.401 0.188 0.10
C 3.226807 -1.491923 5.266009 -1.320 1.267 0.959 -0.08
O 4.252221 -0.476294 5.332081 -1.158 0.417 -1.036 -0.34
C 5.554353 -0.929435 5.597536 0.742 1.425 0.375 -0.20
C 6.586360 0.284987 5.625487 -1.186 -2.818 -1.382 -0.16
N 6.692459 0.944372 4.310931 -0.948 -0.366 1.635 -0.12
C 7.584266 2.080883 4.360226 -0.985 1.262 -3.042 -0.17
C 7.664100 2.518320 2.841585 1.183 0.835 1.429 -0.22
O 6.423047 2.468356 2.211407 -1.129 -0.406 -1.484 -0.29
C 6.487711 3.048768 0.884789 -1.572 0.440 -0.693 -0.07
H 2.901913 -1.839756 4.285419 1.039 -0.379 -0.262 0.10
H 2.339844 -0.938138 5.573771 -0.292 0.037 0.161 0.07
H 3.306478 -2.261272 6.034024 0.591 -0.229 -0.370 0.11
H 5.815305 -1.690836 4.862503 0.372 -0.031 0.002 0.13
H 5.568123 -1.337164 6.608308 0.135 -0.369 -0.007 0.13
H 7.464639 -0.353907 5.717863 0.698 0.746 1.121 0.13
H 6.334766 0.969934 6.435208 0.406 -0.061 -0.066 0.13
H 7.088443 0.249103 3.694577 0.005 -0.073 -0.362 0.12
H 8.585025 1.960092 4.774962 -0.053 -0.215 0.094 0.14
H 7.067076 2.937304 4.792831 0.096 -0.183 0.752 0.12
H 8.389721 1.913374 2.297865 0.142 0.041 -0.073 0.14
H 7.895314 3.583099 2.811873 1.029 -0.034 0.083 0.13
H 7.283489 2.879248 0.159473 0.891 -0.692 1.001 0.11
H 6.352712 4.130371 0.887552 0.149 0.163 0.547 0.09
H 5.633335 2.676290 0.319630 -0.308 -0.169 0.282 0.08
C -2.521285 4.686611 -1.740426 1.326 0.939 0.676 -0.05
O -1.044574 4.789622 -1.542039 -1.146 -0.552 0.732 -0.21
C -0.460200 3.480328 -1.317436 -0.822 1.074 -1.296 -0.20
C 0.999330 3.473809 -0.829626 0.026 1.013 -0.571 -0.19
N 1.094414 3.918740 0.547311 0.257 -1.414 1.572 -0.08
C 0.975701 5.334831 0.821143 -1.326 1.730 0.317 -0.20
C 1.189382 5.748104 2.295405 1.777 -1.700 -0.858 -0.11
O 2.612377 5.380447 2.549557 -1.094 -1.582 1.262 -0.29
C 3.589146 6.342731 2.394533 0.372 1.357 -0.559 -0.14
H -3.086355 4.885631 -0.829837 0.406 -0.540 0.637 0.08
H -2.812014 3.711617 -2.131541 0.063 0.239 -0.376 0.08
H -2.825048 5.566365 -2.307759 0.309 -0.479 -0.788 0.09
H -0.702430 2.999713 -2.265290 0.982 -0.707 -0.172 0.12
H -1.051681 2.909280 -0.601783 -0.071 0.023 0.579 0.11
H 1.763532 4.111161 -1.274437 -0.507 -0.067 -1.270 0.12
H 1.342066 2.443953 -0.929797 0.057 -0.081 0.176 0.11
H 0.274021 3.462750 0.920324 -0.109 0.126 1.069 0.10
H -0.029815 5.644772 0.536555 -0.149 0.407 -0.088 0.12
H 1.643743 5.989189 0.261132 0.255 -0.537 -0.475 0.12
H 0.584629 5.105656 2.935440 0.139 0.017 0.221 0.11
H 1.018501 6.788002 2.573808 -0.023 0.041 -0.482 0.13
H 3.550138 7.111658 3.166098 -0.109 0.178 0.085 0.09
H 3.527137 6.819877 1.416489 -0.168 0.286 -0.131 0.09
H 4.601571 5.939154 2.409315 -0.114 -0.576 0.230 0.08
C -9.357689 -3.821876 -4.500843 0.197 0.048 0.001 -0.11
O -8.338646 -3.312757 -3.676728 -0.083 0.213 0.277 -0.21
C -7.218661 -2.851406 -4.412722 -0.637 0.370 1.089 -0.22
C -6.223281 -2.300800 -3.361210 -0.327 0.487 0.034 -0.18
N -6.817415 -1.248318 -2.472482 0.102 -0.186 0.553 -0.04
C -5.927541 -0.764809 -1.370199 0.746 1.825 -0.607 -0.20
C -6.506844 -0.223897 -0.009409 0.301 -0.973 -1.108 -0.23
O -7.248009 -1.229309 0.575622 -1.059 -1.584 1.588 -0.21
C -6.560901 -2.463266 0.972960 -1.050 1.407 -0.453 -0.05
H -10.223256 -4.062201 -3.883475 0.097 0.086 -0.043 0.09
H -9.008420 -4.724392 -5.002419 -0.053 -0.228 -0.156 0.08
H -9.617220 -3.083685 -5.259683 -0.272 0.060 -0.124 0.09
H -7.504068 -2.069291 -5.116247 -0.237 0.503 0.126 0.12
H -6.919030 -3.664525 -5.073922 0.985 -0.235 0.301 0.12
H -5.412677 -1.844609 -3.929478 0.236 0.022 0.148 0.11
H -5.822203 -3.103264 -2.742112 0.124 -0.349 -0.116 0.10
H -7.691198 -1.569561 -2.080788 -0.088 -0.297 -0.037 0.09
H -5.433661 0.121546 -1.768398 0.261 0.270 -0.265 0.09
H -5.067066 -1.405048 -1.175837 -0.191 -0.684 0.168 0.09
H -7.090383 0.693563 -0.085900 -0.812 -0.415 -0.663 0.12
H -5.791184 0.153120 0.721203 1.248 -0.408 -0.315 0.11
H -7.311097 -3.067567 1.482981 -0.136 0.001 -0.399 0.09
H -5.796350 -2.300833 1.732687 0.435 0.333 -0.277 0.08
H -6.201121 -2.945988 0.064313 0.230 -0.261 0.282 0.07
C 0.653063 -5.284897 -2.722284 -0.806 -0.032 -0.917 -0.08
O 0.198070 -4.394048 -3.801829 0.434 -1.545 0.428 -0.18
C 1.111825 -3.524498 -4.444787 1.654 0.849 -0.080 -0.23
C 2.420644 -4.013373 -5.124939 -1.277 -2.036 -0.140 -0.20
N 2.126104 -4.946728 -6.308975 1.249 1.187 2.110 -0.05
C 3.465650 -5.478473 -6.766150 -2.152 0.842 0.030 -0.19
C 3.236795 -6.487492 -7.900833 -0.051 0.938 0.605 -0.21
O 3.194454 -7.791102 -7.363760 1.267 -1.021 -0.484 -0.20
C 2.053820 -8.192178 -6.620451 0.399 1.666 -0.076 -0.08
H -0.126217 -6.007587 -2.480312 -0.850 0.553 -0.367 0.08
H 0.828039 -4.788759 -1.767646 0.563 0.417 -0.263 0.08
H 1.398197 -6.031489 -2.997035 0.892 0.745 -0.256 0.08
H 1.486406 -2.810168 -3.711629 -0.109 0.373 0.329 0.10
H 0.628137 -2.946880 -5.232514 -0.797 -0.274 0.290 0.12
H 2.943833 -4.634462 -4.397868 0.452 0.077 0.351 0.09
H 3.090153 -3.188084 -5.367304 -0.358 0.179 -0.272 0.11
H 1.663533 -5.645434 -5.745121 -0.468 -0.556 -0.608 0.05
H 4.051261 -5.961589 -5.983995 0.003 -0.135 0.224 0.12
H 3.923674 -4.511027 -6.971982 0.725 -0.440 -0.876 0.11
H 4.036045 -6.318371 -8.622428 0.325 -1.022 0.055 0.12
H 2.331553 -6.261084 -8.464185 -0.326 0.155 0.207 0.12
H 1.248070 -8.400682 -7.324295 -0.269 -0.319 0.385 0.10
H 1.810905 -7.347040 -5.976366 -0.675 -0.169 0.027 0.05
H 2.292873 -8.972215 -5.897613 0.172 -0.433 -0.703 0.09



[2]
144
Properties=species:S:1:pos:R:3:forces:R:3:lowdin_spin:R:1 method="wB97M-V/def2-TZVPD" spin_multiplicity=2 total_charge=+2 largest_force_ha_per_bohr=0.13444 homo_ev="-14.75 / -14.75" total_energy_ev=-177324.5349 orbital_gap_ev="7.08 / 2.69"
C -3.665240 -2.945480 3.250130 0.128 -0.447 0.206 0.00
C -3.913380 -3.109110 4.717130 -2.334 -3.808 2.780 0.00
O -4.237900 -4.151400 5.346360 1.778 4.598 -2.672 0.00
N -3.908920 -1.800450 5.552770 -0.995 0.855 0.029 0.00
H -3.791630 -1.871580 6.553410 -0.392 -1.385 0.528 0.00
H -3.042870 -1.319290 5.356440 0.477 0.820 -1.092 0.00
C -5.200280 -0.861990 5.372150 1.044 -1.919 -0.743 0.00
H -3.837580 -3.905860 2.764260 0.087 0.011 0.267 0.00
H -2.642720 -2.614720 3.068080 -0.024 0.084 0.075 0.00
H -4.369250 -2.275740 2.756240 -0.076 0.278 0.376 0.00
H -5.026680 -0.421840 4.390200 -0.313 0.613 0.508 0.00
H -5.350270 -0.253440 6.263930 0.566 0.271 -0.420 0.00
H -6.043370 -1.549400 5.303070 0.087 -0.069 -0.085 0.00
C 0.255650 -0.425950 -1.233810 0.684 -1.209 0.082 0.00
C 1.137610 -1.744750 -1.176410 -0.963 -0.227 -1.893 0.00
O 1.766010 -2.246810 -2.080650 -1.187 1.131 2.164 0.00
N 0.991130 -2.607320 0.118640 2.353 1.038 0.258 0.00
H 0.469270 -2.156340 0.856460 -0.324 0.772 0.456 0.00
H 0.523190 -3.492870 -0.011420 -0.272 -0.498 -0.869 0.00
C 2.406220 -2.930170 0.650360 -0.371 -0.214 0.231 0.00
H -0.657900 -0.563210 -0.655300 0.193 -0.032 0.269 0.00
H -0.041860 -0.192160 -2.256030 0.317 -0.488 -0.156 0.00
H 0.783450 0.465570 -0.895090 0.209 -0.264 0.394 0.00
H 2.321530 -3.646470 1.467570 -0.309 0.132 -0.098 0.00
H 2.881480 -2.044380 1.071800 -0.233 0.104 -0.383 0.00
H 2.975460 -3.404670 -0.148960 -0.163 0.397 0.025 0.00
C 0.528680 -6.136600 3.131480 1.223 0.190 -0.207 0.00
C 2.023560 -6.418560 3.307350 1.726 3.990 2.001 0.00
O 2.919650 -5.583680 3.632540 -4.270 -5.164 -1.700 0.00
N 2.301390 -7.882690 2.976000 0.635 -0.100 0.673 0.00
H 1.706470 -8.562470 3.427730 -0.605 0.307 0.879 0.00
H 2.013100 -7.991210 2.014130 0.223 0.317 -1.083 0.00
C 3.745130 -8.294220 3.144360 -1.663 0.710 -1.331 0.00
H -0.036430 -6.086220 4.062190 0.347 0.155 0.206 0.00
H 0.054800 -6.891370 2.503910 0.090 0.130 -0.119 0.00
H 0.524840 -5.165710 2.636040 -0.475 -0.044 0.148 0.00
H 4.101370 -7.497220 2.491680 1.714 -0.283 0.815 0.00
H 3.789010 -9.231620 2.589870 0.578 -0.108 0.535 0.00
H 3.904580 -8.304090 4.222590 0.744 0.053 -0.452 0.00
C 0.174320 -5.397370 -3.761290 0.325 -0.118 -1.135 0.06
C 0.254150 -6.882140 -3.604990 -0.148 -0.315 0.807 0.05
O 0.817680 -7.630400 -4.438630 -1.804 1.760 2.651 0.72
N -0.436190 -7.446720 -2.292780 1.512 -1.175 -2.117 0.08
H 0.020740 -7.235620 -1.417140 1.595 0.842 0.479 0.00
H -1.320890 -6.990450 -2.121830 -1.448 0.728 -0.685 0.00
C -0.457420 -8.949990 -2.478960 -0.693 0.449 0.026 0.01
H 0.356750 -5.180970 -4.813900 -0.084 0.172 0.000 0.00
H 0.979420 -4.959080 -3.171530 0.443 -0.225 0.324 0.00
H -0.759870 -4.952920 -3.418000 -0.338 -0.574 0.040 0.01
H -0.913490 -9.482910 -1.644640 0.061 0.483 0.148 0.00
H 0.604480 -9.186980 -2.544570 -0.286 -0.553 -0.442 0.00
H -1.122480 -9.024410 -3.339340 0.484 -0.907 -0.341 0.00
C -3.436320 -10.159870 2.386460 -0.874 -0.103 -0.464 0.00
N -4.190360 -8.840050 2.712120 1.167 -1.376 0.827 0.00
C -3.363000 -7.712700 2.027620 -1.741 -1.458 0.987 0.00
C -5.673110 -8.817840 2.227750 1.697 0.040 -0.749 0.00
C -4.245570 -8.708410 4.319260 0.483 -0.917 -1.473 0.00
C -2.963750 -9.079730 5.169660 -1.761 -0.643 -0.267 0.00
O -1.766760 -8.482850 4.837010 0.913 1.827 -0.975 0.00
H -3.969850 -10.994130 2.841920 0.273 0.159 0.343 0.00
H -2.358760 -10.173560 2.550100 -0.211 0.626 1.257 0.00
H -3.370390 -10.421270 1.330320 -1.062 0.672 -0.434 0.00
H -3.287990 -8.100690 1.011780 0.244 0.645 -0.014 0.00
H -2.418170 -7.677310 2.569970 -0.134 0.287 -0.236 0.00
H -4.004080 -6.835370 2.113660 0.543 0.242 -0.230 0.00
H -6.045130 -7.915060 2.712190 -0.722 -0.356 -0.273 0.00
H -6.210290 -9.763830 2.295960 0.188 0.040 1.394 0.00
H -5.687080 -8.763780 1.139180 0.424 0.880 -0.077 0.00
H -5.035990 -9.411800 4.581140 0.327 -0.516 0.095 0.00
H -4.771100 -7.783010 4.554960 0.890 0.598 -0.203 0.00
H -2.691530 -10.135180 5.174340 -1.239 -0.427 -0.037 0.00
H -3.357200 -8.798100 6.146380 0.359 -0.017 0.431 0.00
H -1.059350 -8.859800 5.365300 -0.139 -0.029 0.211 0.00
C -4.689980 1.562240 -0.649830 -0.505 0.881 -1.081 0.00
C -5.323430 0.214740 -0.421160 0.629 0.411 2.557 0.00
C -4.707280 -0.949020 -1.126120 -0.757 -1.048 -2.458 0.00
C -5.505680 -1.184640 -2.435430 -0.043 -1.964 0.222 0.00
N -5.381710 -2.645200 -3.006980 -0.375 0.292 -0.817 0.00
C -5.908530 -3.760100 -2.064010 1.302 0.161 -1.249 0.00
C -6.318410 -4.849290 -3.124250 -0.121 -0.566 1.619 0.00
C -7.134780 -4.043940 -4.104060 -0.039 -1.289 -1.001 0.00
C -6.424670 -2.744000 -4.139070 -0.280 2.510 0.017 0.00
C -3.937910 -2.945060 -3.465250 -0.655 0.353 -1.141 0.00
C -3.388890 -1.965520 -4.546440 -0.132 0.002 1.430 0.00
C -1.947240 -2.331570 -4.939080 0.281 0.534 -0.673 0.00
H -3.610960 1.659750 -0.530230 0.003 -0.415 -0.121 0.00
H -5.125400 2.402840 -0.109570 -0.180 -0.385 0.563 0.00
H -5.003160 1.816800 -1.662360 0.681 0.286 -0.465 0.00
H -6.402510 0.324380 -0.529210 0.006 -0.392 -0.313 0.00
H -5.187750 -0.089060 0.616820 -0.251 0.441 0.430 0.00
H -4.796410 -1.851810 -0.521860 -0.094 -0.024 0.053 0.00
H -3.655570 -0.855470 -1.396780 0.157 0.411 0.300 0.00
H -5.298640 -0.527920 -3.280400 0.132 0.106 0.266 0.00
H -6.577120 -1.148320 -2.238470 0.111 0.276 0.219 0.00
H -5.074860 -4.013790 -1.409250 -0.222 -0.260 0.063 0.00
H -6.686440 -3.273230 -1.475860 -0.317 -0.531 -0.092 0.00
H -5.474330 -5.397680 -3.542450 0.436 0.727 -0.280 0.00
H -6.828040 -5.699020 -2.670010 -0.579 0.402 0.289 0.00
H -7.211960 -4.405980 -5.129280 0.346 -0.600 0.126 0.00
H -8.178780 -3.958470 -3.802630 0.169 0.240 0.416 0.00
H -6.027800 -2.362850 -5.079990 0.424 -0.671 0.034 0.00
H -7.209570 -2.016640 -3.931780 0.374 0.458 0.358 0.00
H -3.862290 -3.930900 -3.924060 -0.444 -0.266 0.479 0.00
H -3.349150 -2.896420 -2.549230 0.111 -0.012 -0.117 0.00
H -3.527180 -0.990710 -4.078760 0.958 0.384 -0.156 0.00
H -3.985290 -1.846410 -5.451000 -0.135 -0.753 0.003 0.00
H -1.147880 -2.288420 -4.199310 -0.398 0.112 0.679 0.00
H -1.601220 -1.631600 -5.699630 -0.099 0.145 -0.076 0.00
H -1.836240 -3.298760 -5.429310 -0.560 -0.236 0.082 0.00
P -1.855580 -4.920730 -0.030220 -1.333 0.701 0.039 0.00
F -1.193340 -4.443770 1.335350 -0.683 -0.502 1.191 0.00
F -1.424730 -6.450380 0.191100 -0.996 -2.208 1.912 0.00
F -3.363940 -5.062260 0.545640 1.584 -0.401 -0.092 0.00
F -2.375960 -5.491550 -1.491160 -0.126 1.156 -0.377 0.00
F -2.130220 -3.352090 -0.336660 0.156 -0.778 -1.102 0.00
F -0.353490 -4.884780 -0.605120 1.378 1.551 -2.119 0.00
P -7.234190 -3.911060 1.879130 -1.596 0.989 0.438 0.00
F -7.660710 -4.489400 0.469320 -0.767 -0.692 -1.127 0.00
F -7.327010 -5.435980 2.498840 1.204 0.603 -0.183 0.00
F -5.720560 -3.992310 1.308840 0.860 -0.633 1.186 0.00
F -6.746000 -3.335630 3.350810 0.580 -0.405 -0.802 0.00
F -7.288290 -2.403020 1.267070 0.672 0.555 0.015 0.00
F -8.743120 -3.665430 2.308450 -0.559 -0.463 0.366 0.00
P 2.941310 -6.536680 -0.385180 1.276 -1.999 -1.438 0.00
F 1.542080 -6.915180 0.450570 -0.720 -0.132 -0.769 0.00
F 2.493660 -7.555790 -1.582020 -0.498 -0.151 -0.714 0.00
F 2.120630 -5.430580 -1.288150 0.564 0.417 1.539 0.00
F 4.351240 -6.131930 -1.084870 -1.688 -0.417 0.673 0.00
F 3.281420 -5.698730 0.913500 0.378 0.688 -0.428 0.00
F 3.575930 -7.928340 0.255090 0.202 1.072 0.567 0.00
P -3.236390 -6.900530 -5.787580 -1.673 -0.945 -1.799 0.00
F -3.736830 -5.332600 -6.050020 1.024 -1.270 -0.972 0.00
F -3.082050 -6.352430 -4.234760 -0.562 -1.037 0.989 0.00
F -4.791890 -7.323480 -5.684750 1.430 -0.027 0.490 0.00
F -2.686350 -8.420670 -5.347720 -1.505 -0.124 0.755 0.04
F -3.133820 -7.377980 -7.388390 -0.968 1.166 1.982 0.00
F -1.693370 -6.667060 -5.870000 2.991 2.390 -0.594 0.03
P -0.125390 -0.923050 3.538940 1.828 0.716 2.401 0.00
F -0.732270 -0.621820 2.068310 0.379 -0.001 0.047 0.00
F 1.412730 -1.006520 2.993090 -0.950 -0.768 -0.486 0.00
F 0.170010 0.644290 3.879920 -0.935 -0.712 -0.952 0.00
F 0.340540 -1.263620 5.056480 0.640 -0.662 -0.544 0.00
F -1.597920 -0.836490 4.190200 -1.468 0.316 -0.507 0.00
F -0.380110 -2.555600 3.257250 0.470 0.848 -0.222 0.00